Molecular formula: C4H9N3O
Method: DFT, ωB97M-V/def2-TZVPD

SMILES string	C=CN(C)NC(N)=O
relative energy (zero: lowest compared OMol25 entry of this formula, charge and spin)	103.0	kcal per mole
E_tot	-397.18649	a.u.
LUMO	0.7	eV
gap between HOMO and LUMO	8.20	eV

Geometry as XYZ:
```
17
C4H9N3O | the OMol25 dataset | ωB97M-V/def2-TZVPD
H -1.235 1.917 -0.106
N -0.883 -0.175 -0.060
H 0.038 1.579 1.935
H 3.066 -0.726 -1.087
H 0.028 0.136 3.110
N -0.368 -0.853 -1.138
C 0.065 -0.362 1.055
H -2.189 0.956 -1.257
H 0.164 -1.417 1.306
H -0.944 -0.839 -1.978
C 0.102 0.510 2.094
O 1.225 0.082 -2.393
H -2.544 0.940 0.516
C -1.765 0.969 -0.248
N 2.161 -0.932 -0.693
H 2.066 -1.378 0.207
C 1.014 -0.407 -1.263
```

=====

Molecular formula: C10H14N3O
Method: DFT, ωB97M-V/def2-TZVPD

SMILES string	NC(N)=[NH+]/C=C/C[C@@H]1C=CC=CC1=O
relative energy (zero: lowest compared OMol25 entry of this formula, charge and spin)	0.0	kcal per mole
charge	+1
E_tot	-628.73053	a.u.
LUMO	-3.3	eV
gap between HOMO and LUMO	8.72	eV

Geometry as XYZ:
```
28
C10H14N3O | the OMol25 dataset | ωB97M-V/def2-TZVPD
O 0.090 1.190 1.004
C -1.243 -0.753 1.356
C -3.656 -0.363 1.042
H -1.697 -1.992 -0.375
C 0.306 -1.405 -0.624
H -4.691 -0.627 1.189
C -0.831 -1.801 0.258
N 4.049 1.125 -1.761
N 2.347 1.830 -0.364
C -2.675 -1.052 1.639
N 2.449 -0.371 -1.044
C 1.385 -0.771 -0.196
C -1.001 0.644 0.829
H 0.206 -1.643 -1.674
H 1.541 -0.518 0.842
C -2.088 1.241 0.094
C 2.947 0.869 -1.042
H 2.815 -1.049 -1.697
H -1.884 2.142 -0.465
H -2.881 -1.908 2.264
C -3.346 0.757 0.203
H 2.748 2.753 -0.330
H -0.593 -2.733 0.776
H -0.615 -0.905 2.238
H -4.160 1.240 -0.320
H 4.436 2.052 -1.798
H 4.566 0.387 -2.205
H 1.476 1.664 0.162
```

=====

Molecular formula: C64H57F10N
Method: DFT, ωB97M-V/def2-TZVPD

SMILES string	Fc1ccccc1.Fc1ccccc1.Fc1ccccc1.Fc1ccccc1.Fc1ccccc1.Fc1ccccc1.Fc1ccccc1.Fc1ccccc1.Fc1ccccc1.Fc1ccccc1.CCCC#N
relative energy (zero: lowest compared OMol25 entry of this formula, charge and spin)	9.3	kcal per mole
E_tot	-3526.23011	a.u.
LUMO	0.5	eV
gap between HOMO and LUMO	9.41	eV

Geometry as XYZ:
```
132
C64H57F10N | the OMol25 dataset | ωB97M-V/def2-TZVPD
C -22.418 2.927 16.977
H -19.446 4.095 11.094
H -30.911 -3.369 14.237
F -19.180 -2.495 12.278
C -26.469 -7.700 13.773
H -21.011 -2.104 16.272
C -28.095 -1.573 14.183
C -21.463 -3.114 16.364
C -19.978 2.165 11.687
C -16.154 -0.775 11.613
H -19.063 1.732 11.388
H -19.315 -0.517 13.788
F -27.213 -8.298 11.550
H -30.247 -1.137 13.920
H -24.196 -4.432 16.918
C -27.022 -6.762 18.004
C -20.932 1.294 12.198
H -24.011 -9.287 15.439
C -23.639 -6.037 11.152
H -24.390 -1.470 12.914
H -17.024 -2.666 10.979
H -23.958 5.017 15.217
C -22.788 -5.673 16.314
C -22.812 -3.307 15.548
C -24.663 -9.782 13.460
H -26.821 1.618 11.207
N -22.215 -6.592 16.689
C -27.161 -2.566 14.441
C -26.539 -1.625 10.308
C -22.321 3.237 12.563
C -21.753 4.137 17.127
C -26.451 -8.518 12.625
H -20.637 -3.708 15.985
C -25.556 -7.987 14.791
H -26.130 -2.194 14.375
H -18.200 -2.048 17.033
C -17.886 -3.723 15.766
H -23.458 -2.359 15.534
F -27.290 2.299 14.183
C -21.757 -5.651 12.679
H -29.261 -5.265 14.283
C -25.125 -1.129 12.195
H -21.406 -3.785 9.831
H -29.381 -4.498 17.279
F -24.590 -6.866 10.799
C -18.241 -3.085 16.922
H -23.434 2.891 17.318
C -20.183 3.493 11.557
C -22.068 1.908 12.743
C -22.927 -6.359 12.347
H -25.185 2.819 15.361
C -26.919 -0.312 10.471
C -20.481 4.247 16.588
H -15.203 -1.032 11.082
C -28.909 -5.429 17.536
C -29.702 -6.502 17.626
C -24.623 -9.016 14.610
H -25.745 -7.458 15.717
C -17.382 0.406 13.261
H -19.567 -5.800 18.471
F -27.748 0.226 9.547
H -19.780 5.028 16.873
C -25.526 -9.508 12.425
H -20.247 -4.312 11.929
H -25.278 0.805 13.169
C -21.832 -4.483 10.610
H -23.165 3.689 13.001
C -29.838 -3.181 14.163
F -19.871 0.863 15.432
H -19.075 -3.255 18.855
H -23.345 -7.218 12.955
C -21.166 -4.790 11.736
H -18.865 3.223 15.660
H -21.329 -5.942 13.651
F -18.115 -5.584 14.398
C -21.377 4.049 12.027
F -22.988 1.167 13.369
H -27.475 -8.943 18.092
H -22.253 4.995 17.517
H -25.461 -10.043 11.479
H -24.048 -10.707 13.441
C -23.116 -5.093 10.280
H -15.494 1.013 12.473
C -18.309 -5.031 15.540
H -22.628 -3.414 14.475
C -27.600 -3.885 14.443
H -26.830 -4.782 17.367
H -26.439 6.088 11.914
C -27.875 -7.912 17.998
C -19.905 3.190 15.915
C -29.433 -1.875 14.122
H -27.819 4.126 12.363
C -26.480 0.604 11.359
C -25.648 0.192 12.346
C -25.204 5.764 13.652
C -18.217 -1.614 12.343
F -26.632 -4.890 14.636
C -19.118 -5.160 17.810
C -17.118 -1.776 11.598
C -25.515 3.669 14.765
H -27.203 -6.917 13.900
H -29.956 -8.560 17.531
C -26.225 5.478 12.807
H -17.546 -3.198 14.872
H -27.796 -0.543 14.111
C -23.674 -4.529 15.956
H -25.947 -7.001 18.099
C -24.814 4.805 14.605
H -17.415 1.190 14.071
C -21.906 1.843 16.361
C -18.362 -0.535 13.204
C -26.951 4.321 12.983
C -27.507 -5.553 17.701
H -24.611 6.710 13.501
C -28.948 -4.207 14.401
H -26.903 -2.228 9.520
C -18.820 -3.794 17.983
H -20.668 0.254 12.330
C -20.570 1.954 15.898
C -16.263 0.295 12.430
H -24.369 -4.885 15.189
C -25.597 -2.014 11.207
H -25.114 -2.988 11.300
H -23.556 -4.930 9.309
C -26.600 3.466 13.961
C -29.221 -7.814 17.730
C -18.891 -5.735 16.562
H -22.427 0.927 16.182
F -31.015 -6.355 17.485
H -21.601 5.093 11.989
H -21.599 -3.350 17.435
H -19.244 -6.792 16.409
```

=====

Molecular formula: C33H52CaN3O8S2Sb3
Method: DFT, ωB97M-V/def2-TZVPD

relative energy (zero: lowest compared OMol25 entry of this formula, charge and spin)	9.4	kcal per mole
charge	-2
E_tot	-4249.79782	a.u.
LUMO	3.6	eV
gap between HOMO and LUMO	5.66	eV

Geometry as XYZ:
```
102
C33H52CaN3O8S2Sb3 | the OMol25 dataset | ωB97M-V/def2-TZVPD
O -0.990 0.740 2.183
C -2.575 -3.889 -2.549
C 7.084 -4.164 0.041
C -0.246 4.005 -2.542
C 0.995 4.137 1.954
H 2.432 5.164 -0.669
C -4.824 -5.420 -1.851
C 6.527 -2.976 -0.742
N 5.326 -2.569 -0.055
H -1.513 -2.114 -3.198
C 0.340 0.317 -2.416
H -3.674 -7.114 -2.511
S 3.116 -3.428 1.179
H -1.288 6.656 -1.045
C -4.825 -4.044 -1.696
H -0.339 7.051 0.381
O 0.197 -1.830 1.732
H -0.863 3.107 -2.529
H -4.087 -1.660 2.331
O -0.473 0.652 -1.491
C 0.588 3.501 3.276
C -0.430 -1.505 2.792
H -3.419 1.255 0.951
H 6.297 -3.267 -1.774
H 1.917 -4.047 -3.218
H 0.325 4.001 -3.475
H 4.831 -1.674 -0.346
H 2.113 1.432 -2.739
O -1.736 -1.883 6.088
H -3.319 -1.227 -2.625
H -4.274 -3.078 1.295
H -3.885 5.854 0.378
C 1.318 5.610 2.164
C -3.793 -1.787 -1.821
C -1.337 -3.143 -2.894
H -5.694 -6.000 -1.567
H 7.663 -4.830 -0.593
H 0.331 2.447 3.175
C -1.008 -0.224 3.027
N 2.207 0.783 -0.739
H -1.481 -4.064 0.513
C -1.615 -0.174 4.353
C -3.166 5.059 0.148
H -0.810 -5.383 -0.471
Ca 0.353 0.111 0.498
H 3.856 1.549 1.330
N 2.352 0.321 2.062
O 4.217 -0.349 -0.916
C -4.292 -1.991 1.315
H 2.088 5.314 -2.386
Sb 0.217 -3.027 -1.344
H 2.283 -4.754 -1.634
O -2.190 0.772 4.885
C -2.601 -5.273 -2.719
H -0.820 -3.646 -3.712
H -4.690 0.735 -0.203
H 1.635 6.119 1.255
S 5.609 -5.007 0.672
H 7.706 -3.828 0.872
C -3.725 -3.259 -2.038
H 2.116 5.725 2.907
C -1.323 6.731 0.044
H -0.296 3.992 3.692
H 1.124 6.207 -1.218
C 4.647 -3.525 0.576
H 4.387 -0.131 1.553
C 3.314 0.260 -0.278
H -3.119 1.369 -0.789
H 1.887 3.621 1.578
C 3.548 0.502 1.233
H -5.702 -3.549 -1.293
H 1.389 3.609 4.016
H 2.186 -0.669 2.233
C -3.616 0.790 -0.013
C 1.858 0.547 -2.140
C -3.700 -6.039 -2.375
H -0.908 4.875 -2.575
O 0.030 -0.137 -3.516
H 1.296 3.154 -1.339
H -1.717 -5.753 -3.123
H -3.163 4.929 -0.937
C -1.398 -1.532 4.972
C -0.580 -4.447 0.038
H 0.893 -5.353 -2.572
H -5.276 -1.636 1.007
Sb -0.493 3.660 0.441
C 0.683 4.060 -1.336
H 0.161 -4.604 0.818
H -3.541 4.130 0.578
C 1.483 -4.474 -2.316
H 7.235 -2.146 -0.774
H -4.830 -1.458 -1.727
O -0.353 -3.549 4.085
C -0.671 -2.377 3.950
H 0.449 6.144 2.557
C -1.772 5.414 0.659
C 1.623 5.252 -1.396
H 2.450 0.760 2.969
H -1.835 5.525 1.747
Sb -2.794 -1.183 0.004
H -2.033 7.531 0.285
H 2.415 -0.292 -2.570
```

=====

Molecular formula: C22H14Br2F6N4O5PdS3
Method: DFT, ωB97M-V/def2-TZVPD

relative energy (zero: lowest compared OMol25 entry of this formula, charge and spin)	38.8	kcal per mole
charge	-2
E_tot	-8511.70416	a.u.
LUMO	3.9	eV
gap between HOMO and LUMO	5.71	eV

Geometry as XYZ:
```
57
C22H14Br2F6N4O5PdS3 | the OMol25 dataset | ωB97M-V/def2-TZVPD
C 2.939 1.655 -1.612
H 2.649 -2.120 4.831
C -6.218 0.220 -0.830
H 5.968 -3.624 1.678
H -2.436 1.241 -1.449
O 2.565 -2.278 -0.943
C -2.344 -0.876 -1.046
C -0.383 -1.940 -1.911
C 2.232 -1.974 3.843
C -7.163 0.650 -1.747
H -4.011 -0.967 -3.085
F -0.429 4.383 0.519
C -0.704 0.301 -2.334
C -0.858 -0.565 2.175
H -1.265 -0.172 3.108
C -1.890 0.316 -1.580
Pd 1.061 -0.177 -0.872
S 2.235 4.516 0.038
C -5.909 -0.048 -3.498
C 3.082 -2.462 0.181
H -0.425 1.178 -2.902
F 0.804 4.293 2.294
C -4.900 -0.510 -2.671
N 0.012 -0.829 -2.585
N -7.033 0.532 -3.067
O 1.710 4.375 -1.296
N 2.937 3.228 0.624
O 3.018 5.685 0.331
S 2.291 1.804 0.203
C -5.047 -0.372 -1.293
C 1.001 -1.406 3.685
F 2.050 1.840 -2.583
F 3.895 2.591 -1.791
C 4.285 -2.908 2.766
C 0.694 4.825 1.075
H -1.566 -1.287 1.762
N 1.151 -1.586 1.323
H -5.811 -0.148 -4.574
H 0.424 -1.093 4.547
F 0.547 6.156 1.234
C 2.380 -2.139 1.445
H -1.855 -2.959 -0.723
C 4.969 -3.215 1.622
Br 5.381 -3.441 -1.182
H -6.379 0.352 0.233
C -1.563 -2.023 -1.181
C 2.983 -2.357 2.713
H -8.073 1.132 -1.400
S -3.859 -0.943 -0.126
C 0.482 -1.216 2.390
O 2.996 0.782 0.924
C 4.380 -3.004 0.379
Br 5.136 -3.248 4.452
H -0.756 0.248 1.455
F 3.547 0.485 -1.791
H 0.234 -2.815 -2.069
O 0.841 1.913 0.310
```

=====

Molecular formula: C9H11BrF2OS
Method: DFT, ωB97M-V/def2-TZVPD

SMILES string	CC(C)[C@](O)(c1cccs1)C(F)(F)Br
relative energy (zero: lowest compared OMol25 entry of this formula, charge and spin)	0.0	kcal per mole
E_tot	-3596.65246	a.u.
LUMO	0.6	eV
gap between HOMO and LUMO	9.32	eV

Geometry as XYZ:
```
25
C9H11BrF2OS | the OMol25 dataset | ωB97M-V/def2-TZVPD
C 2.231 1.259 1.962
H 1.671 1.850 0.042
H -3.229 0.095 -1.125
H 2.246 0.092 3.875
H 2.938 2.122 2.215
O -0.107 -1.992 -0.308
Br 2.554 -1.626 -1.654
C 2.040 0.154 2.770
F 0.366 -0.898 -2.988
H -0.922 1.046 -1.229
H -1.069 0.221 1.530
C 1.039 -0.454 -1.889
C 1.728 1.070 0.667
H -1.505 1.762 0.919
C 1.021 -0.098 0.525
F 1.259 0.855 -2.122
C -2.316 -0.565 -1.310
H -2.822 0.355 0.932
C 0.113 -0.647 -0.486
H -2.593 -1.573 -1.108
S 1.168 -1.079 1.965
C -1.741 0.684 0.712
C -1.209 0.233 -0.566
H -2.129 -0.429 -2.373
H -0.731 -2.436 -0.958
```